# 1
Below is a molecular structure, C2H5NS at a distorted geometry, with properties calculated with wB97M-V/def2-TZVPD.

Geometry (Å):
C  1.001  0.473  1.353
C  -1.580  -0.682  -0.845
H  0.487  1.287  2.142
H  0.737  -0.551  1.886
H  2.137  0.732  1.372
H  -1.682  -0.161  -1.917
H  -2.597  -1.282  -0.495
N  -0.663  -0.681  0.028
S  0.565  0.375  -0.390

Atomic forces in eV per Å
1.4 0.9 3.4
-4.1 -1.7 -0.4
0.9 -1.7 -2.7
1.0 2.0 -1.5
-1.9 -0.7 0.3
0.7 -0.8 2.5
2.7 1.3 -1.2
-1.7 0.3 -2.0
1.1 0.4 1.6

Calculated values
LUMO: 0.03469 hartree
max |F|: 0.087 Eh/bohr
orbital gap: 9.5 eV
energy above the lowest of the compared OMol25 structures with the same formula, charge and spin: 57.53 kcal/mol

Mulliken population analysis, charges in e, atoms 1 to 2: atom 1 (C): -0.650, atom 2 (C): -0.218


# 2
Below is a molecular structure, C36H33N6P2S3W, with properties calculated with wB97M-V/def2-TZVPD.

Geometry (Å):
W  -0.434  0.137  0.505
C  -3.659  2.222  -1.748
C  -2.708  1.279  -1.093
N  -1.701  1.658  -0.371
N  -1.442  3.001  -0.269
C  -0.500  3.285  0.590
N  -0.141  4.575  0.703
S  0.249  2.146  1.700
C  -2.796  -0.162  -1.282
C  -3.732  -0.771  -2.113
C  -3.675  -2.133  -2.325
C  -2.685  -2.870  -1.678
C  -1.810  -2.228  -0.833
N  -1.847  -0.891  -0.631
H  -3.557  3.210  -1.310
H  -4.686  1.875  -1.635
H  -3.442  2.296  -2.816
H  -0.514  5.247  0.056
H  0.631  4.826  1.293
H  -4.479  -0.164  -2.602
H  -4.384  -2.618  -2.981
H  -2.599  -3.939  -1.814
H  -1.059  -2.766  -0.270
S  -0.147  -1.704  2.360
P  1.592  -1.984  1.382
C  1.268  -0.892  0.103
P  2.066  -0.228  -1.257
S  0.674  1.153  -1.674
C  2.342  -1.418  -2.579
C  3.232  -1.139  -3.615
C  3.389  -2.045  -4.651
C  2.662  -3.228  -4.657
C  1.770  -3.506  -3.630
C  1.606  -2.600  -2.594
C  3.684  0.457  -0.856
C  4.793  -0.386  -0.775
C  6.001  0.103  -0.306
C  6.108  1.434  0.075
C  5.009  2.276  -0.012
C  3.793  1.790  -0.474
C  3.057  -1.548  2.327
C  3.378  -0.195  2.448
C  4.489  0.184  3.182
C  5.275  -0.780  3.801
C  4.950  -2.125  3.692
C  3.839  -2.513  2.957
C  1.838  -3.676  0.806
C  0.826  -4.625  0.908
C  0.997  -5.881  0.338
C  2.172  -6.187  -0.331
C  3.189  -5.244  -0.426
C  3.025  -3.993  0.142
H  3.803  -0.218  -3.608
H  4.080  -1.829  -5.455
H  2.791  -3.936  -5.465
H  1.207  -4.430  -3.633
H  0.917  -2.810  -1.785
H  4.713  -1.422  -1.085
H  6.861  -0.552  -0.243
H  7.054  1.816  0.435
H  5.097  3.315  0.278
H  2.925  2.434  -0.537
H  2.762  0.552  1.963
H  4.742  1.232  3.269
H  6.144  -0.482  4.372
H  5.560  -2.873  4.179
H  3.588  -3.562  2.870
H  -0.083  -4.378  1.442
H  0.214  -6.622  0.426
H  2.303  -7.166  -0.773
H  4.109  -5.487  -0.942
H  3.819  -3.258  0.073
N  -4.042  -0.427  2.966
C  -3.676  0.755  3.565
C  -2.547  1.156  2.931
N  -2.218  0.233  1.957
C  -3.146  -0.703  2.008
H  -4.833  -0.999  3.209
H  -4.236  1.195  4.370
H  -1.945  2.028  3.105
H  -3.182  -1.595  1.406

Atomic forces in eV per Å
0.4 0.3 0.2
0.0 0.0 0.0
0.1 0.1 0.1
-0.1 0.1 -0.1
-0.1 0.0 -0.1
0.0 0.0 0.1
0.1 -0.1 0.0
0.0 0.0 0.0
0.1 -0.1 0.1
0.0 0.0 0.0
0.0 0.0 0.0
0.0 0.1 0.0
0.0 0.0 0.0
-0.3 -0.2 -0.2
0.0 0.0 0.0
0.0 0.0 0.0
0.0 0.0 0.0
0.0 0.0 0.0
0.0 0.0 0.0
0.0 0.0 0.0
0.0 0.0 0.0
0.0 0.0 0.0
0.0 0.0 0.0
0.0 -0.2 0.1
-0.1 0.0 0.0
0.1 0.0 0.0
-0.1 0.0 0.0
0.1 0.1 -0.1
0.0 0.0 0.0
0.0 0.0 0.0
0.0 0.0 0.0
0.0 0.0 0.0
0.0 0.0 0.0
0.0 0.0 0.0
0.0 0.0 0.0
0.0 0.0 0.0
0.0 0.0 0.0
0.0 0.0 0.0
0.0 0.0 0.0
0.0 0.0 0.0
0.0 0.0 0.0
0.0 0.0 0.0
0.0 0.0 0.0
0.0 0.0 0.0
0.0 0.0 0.0
0.0 0.0 0.0
0.0 0.0 0.0
0.0 0.0 0.0
0.0 0.0 0.0
0.0 0.0 0.0
0.0 0.0 0.0
0.0 0.0 0.0
0.0 0.0 0.0
0.0 0.0 0.0
0.0 0.0 0.0
0.0 0.0 0.0
0.0 0.0 0.0
0.0 0.0 0.0
0.0 0.0 0.0
0.0 0.0 0.0
0.0 0.0 0.0
0.0 0.0 0.0
0.0 0.0 0.0
0.0 0.0 0.0
0.0 0.0 0.0
0.0 0.0 0.0
0.0 0.0 0.0
0.0 0.0 0.0
0.0 0.0 0.0
0.0 0.0 0.0
0.0 0.0 0.0
0.0 0.0 0.0
0.0 0.0 0.0
0.0 0.0 0.0
0.0 0.0 0.0
-0.1 0.0 -0.1
0.0 0.0 0.1
0.0 0.0 0.0
0.0 0.0 0.0
0.0 0.0 0.0
0.0 0.0 0.0

Calculated values
LUMO (spin up / spin down): -0.11077 / -0.11077 hartree
net charge: +1
max |F|: 0.010 Eh/bohr
orbital gap (spin up / spin down): 5.8 / 5.8 eV
energy above the lowest of the compared OMol25 structures with the same formula, charge and spin: 0.00 kcal/mol

Mulliken population analysis, charges in e, atoms 1 to 2: atom 1 (W): -0.837, atom 2 (C): -2.005


# 3
Below is 2 unconnected molecules or ions with the total composition CH3O4P at a distorted geometry, with properties calculated with wB97M-V/def2-TZVPD.

Geometry (Å):
C  -0.168  0.078  -0.119
O  -1.557  -2.770  1.555
O  0.734  -1.916  2.296
O  -1.394  -0.820  3.213
O  1.256  -0.138  -0.156
P  -0.743  -1.636  2.129
H  -0.598  -0.057  -1.125
H  -0.365  1.127  0.199
H  1.382  -0.730  0.603

Atomic forces in eV per Å
-0.6 -0.2 1.3
0.0 0.4 -0.3
0.2 0.5 -0.5
0.0 0.5 -0.4
0.3 -0.2 0.1
0.1 -0.7 -0.1
0.0 -0.2 0.0
0.0 -0.2 -0.1
0.1 -0.1 0.0

Calculated values
LUMO: 0.27069 hartree
net charge: -2
max |F|: 0.028 Eh/bohr
orbital gap: 5.7 eV
energy above the lowest of the compared OMol25 structures with the same formula, charge and spin: 28.15 kcal/mol

Mulliken population analysis, charges in e, atoms 1 to 2: atom 1 (C): -0.485, atom 2 (O): -0.669